A cluster of 3 separate species, C40H72ClF8I2N7O6PS in total at a distorted geometry. Source: the OMol25 dataset; level of theory: the ωB97M-V functional and the def2-TZVPD basis.

Summary:
LUMO ... -3.89 eV
F_max ... 6.96 eV/Å
Total charge ... +1
Gap between HOMO and LUMO ... 5.997 eV
HOMO ... -9.89 eV

Each atom is followed by the atoms it is bonded to, with distances in Å.
Positions of all 138 atoms, in Å:
1 C 1.298 -3.710 4.772  C2 1.327, H49 1.154
2 C 1.178 -3.501 3.467  C1 1.327, C3 1.633
3 C 1.376 -3.046 1.910  C2 1.633, C4 1.653, H50 1.145, H51 1.167
4 C 1.617 -1.419 1.747  C3 1.653, C5 1.597, N10 1.479, C27 1.655
5 C 0.484 -0.875 2.733  C4 1.597, I6 2.224, C7 1.461
6 I -1.644 -1.519 2.704  C5 2.224
7 C 0.682 0.078 3.823  C5 1.461, C8 1.639, I9 2.158
8 C -0.539 0.590 4.788  C7 1.639, H52 1.148, H53 1.167, H54 1.159
9 I 2.594 0.920 4.364  C7 2.158
10 N 3.062 -1.164 1.930  C4 1.479, Cl11 1.693, C12 1.514
11 Cl 4.079 -2.090 2.918  N10 1.693
12 C 3.819 -0.956 0.635  N10 1.514, N13 1.339, N20 1.458
13 N 4.934 -0.248 0.415  C12 1.339, C14 1.503, P18 1.782
14 C 5.477 -0.119 -0.980  N13 1.503, C15 1.612, H55 1.167, H56 1.151
15 C 6.276 1.249 -1.276  C14 1.612, C16 1.626, N17 1.339
16 C 7.891 1.376 -1.422  C15 1.626, H57 1.162, H58 1.151, H59 1.161
17 N 5.527 2.347 -1.441  C15 1.339, H60 1.043
18 P 5.814 0.603 1.711  N13 1.782, S19 1.939, H61 1.437, H62 1.457
19 S 7.700 0.171 1.838  P18 1.939
20 N 2.892 -1.668 -0.237  C12 1.458, C21 1.437, C27 1.496
21 C 3.253 -2.566 -1.300  N20 1.437, C22 1.614, H63 1.171, H64 1.170
22 C 2.869 -4.131 -1.219  C21 1.614, C23 1.646, H65 1.152, H66 1.143
23 C 2.354 -4.579 -2.716  C22 1.646, C24 1.647, H67 1.168, H68 1.148
24 C 1.370 -5.891 -2.559  C23 1.647, C25 1.617, H69 1.167, H70 1.164
25 C 2.311 -7.206 -2.607  C24 1.617, N26 1.507, H71 1.150, H72 1.160
26 N 2.097 -7.952 -1.315  C25 1.507, H73 1.047, H74 1.035
27 C 1.539 -1.139 0.118  C4 1.655, N20 1.496, C28 1.622, C33 1.598
28 C 1.605 0.379 -0.450  C27 1.622, C29 1.615, H75 1.170, H76 1.171
29 C 1.656 1.568 0.641  C28 1.615, C30 1.614, H77 1.171, H78 1.146
30 C 0.223 2.062 1.196  C29 1.614, C31 1.627, H79 1.164, H80 1.152
31 C -0.425 3.240 0.280  C30 1.627, O32 1.456, H81 1.169, H82 1.159
32 O -0.158 3.086 -1.143  C31 1.456, H83 0.986
33 C 0.452 -1.844 -0.817  C27 1.598, C34 1.608, H84 1.169, H85 1.168
34 C -1.065 -1.313 -0.772  C33 1.608, O35 1.478, H86 1.155, H87 1.171
35 O -1.994 -2.443 -0.562  C34 1.478, C36 1.445
36 C -3.327 -1.884 -0.579  O35 1.445, C37 1.612, H88 1.169, H89 1.169
37 C -4.516 -2.967 -0.678  C36 1.612, F38 1.461, F39 1.459, C40 1.610
38 F -3.894 -4.229 -1.072  C37 1.461
39 F -5.384 -2.583 -1.786  C37 1.459
40 C -5.362 -3.171 0.678  C37 1.610, F41 1.440, F42 1.462, C43 1.612
41 F -4.554 -3.197 1.869  C40 1.440
42 F -5.958 -4.503 0.581  C40 1.462
43 C -6.590 -2.149 0.891  C40 1.612, F44 1.462, F45 1.447, C46 1.612
44 F -7.160 -2.477 2.197  C43 1.462
45 F -7.679 -2.332 -0.044  C43 1.447
46 C -6.188 -0.590 0.977  C43 1.612, F47 1.449, F48 1.448, H90 1.166
47 F -5.833 -0.044 -0.318  C46 1.449
48 F -5.214 -0.310 2.012  C46 1.448
49 H 1.031 -3.868 5.884  C1 1.154
50 H 2.250 -3.673 1.515  C3 1.145
51 H 0.371 -3.386 1.426  C3 1.167
52 H -0.190 1.366 5.559  C8 1.148
53 H -1.370 1.101 4.147  C8 1.167
54 H -0.968 -0.303 5.390  C8 1.159
55 H 6.222 -1.000 -1.156  C14 1.167
56 H 4.601 -0.198 -1.723  C14 1.151
57 H 8.107 1.415 -2.563  C16 1.162
58 H 8.301 2.348 -0.963  C16 1.151
59 H 8.428 0.421 -1.037  C16 1.161
60 H 6.202 3.116 -1.642  N17 1.043
61 H 5.182 0.477 2.995  P18 1.437
62 H 5.733 2.016 1.367  P18 1.457
63 H 4.414 -2.558 -1.451  C21 1.171
64 H 2.847 -2.177 -2.325  C21 1.170
65 H 3.758 -4.823 -0.976  C22 1.152
66 H 2.016 -4.409 -0.510  C22 1.143
67 H 1.671 -3.764 -3.199  C23 1.168
68 H 3.217 -4.846 -3.424  C23 1.148
69 H 0.615 -5.859 -3.449  C24 1.167
70 H 0.737 -5.795 -1.587  C24 1.164
71 H 3.405 -6.855 -2.650  C25 1.150
72 H 2.000 -7.819 -3.541  C25 1.160
73 H 2.949 -8.554 -1.222  N26 1.047
74 H 2.081 -7.313 -0.502  N26 1.035
75 H 0.706 0.669 -1.142  C28 1.170
76 H 2.513 0.573 -1.164  C28 1.171
77 H 2.097 2.491 0.071  C29 1.171
78 H 2.437 1.312 1.440  C29 1.146
79 H 0.385 2.414 2.293  C30 1.164
80 H -0.536 1.195 1.214  C30 1.152
81 H -1.581 3.137 0.414  C31 1.169
82 H -0.159 4.288 0.696  C31 1.159
83 H -0.996 2.887 -1.624  O32 0.986
84 H 0.761 -1.687 -1.934  C33 1.169
85 H 0.381 -3.005 -0.707  C33 1.168
86 H -1.257 -0.432 -0.049  C34 1.155
87 H -1.378 -0.896 -1.821  C34 1.171
88 H -3.534 -1.257 0.386  C36 1.169
89 H -3.492 -1.127 -1.454  C36 1.169
90 H -7.152 -0.018 1.298  C46 1.166
91 C -7.735 -0.351 -8.860  O92 1.421, H100 1.091, H101 1.092, H102 1.095
92 O -7.932 0.248 -7.587  C91 1.421, C93 1.429
93 C -8.828 -0.488 -6.752  O92 1.429, C94 1.532, H103 1.095, H104 1.095
94 C -8.077 -1.101 -5.567  C93 1.532, N95 1.465, H105 1.096, H106 1.094
95 N -7.192 -2.184 -6.004  C94 1.465, C96 1.465, H107 1.014
96 C -6.255 -2.631 -4.970  N95 1.465, C97 1.538, H108 1.095, H109 1.095
97 C -5.212 -1.615 -4.473  C96 1.538, O98 1.426, H110 1.093, H111 1.096
98 O -4.242 -1.252 -5.453  C97 1.426, C99 1.420
99 C -4.647 -0.209 -6.327  O98 1.420, H112 1.093, H113 1.091, H114 1.092
100 H -7.168 0.348 -9.479  C91 1.091
101 H -7.159 -1.274 -8.771  C91 1.092
102 H -8.692 -0.552 -9.351  C91 1.095
103 H -9.386 -1.248 -7.310  C93 1.095
104 H -9.555 0.233 -6.363  C93 1.095
105 H -8.800 -1.497 -4.844  C94 1.096
106 H -7.511 -0.299 -5.084  C94 1.094
107 H -6.656 -1.869 -6.805  N95 1.014
108 H -5.715 -3.486 -5.390  C96 1.095
109 H -6.824 -3.010 -4.115  C96 1.095
110 H -4.651 -2.100 -3.670  C97 1.093
111 H -5.668 -0.726 -4.023  C97 1.096
112 H -5.314 0.509 -5.843  C99 1.093
113 H -5.116 -0.627 -7.219  C99 1.091
114 H -3.751 0.323 -6.656  C99 1.092
115 C 5.427 8.043 6.376  O116 1.421, H124 1.091, H125 1.092, H126 1.094
116 O 5.203 6.658 6.606  C115 1.421, C117 1.429
117 C 4.171 6.407 7.563  O116 1.429, C118 1.532, H127 1.095, H128 1.095
118 C 2.952 5.774 6.884  C117 1.532, N119 1.465, H129 1.096, H130 1.095
119 N 2.267 6.738 6.021  C118 1.465, C120 1.465, H131 1.014
120 C 1.261 6.131 5.145  N119 1.465, C121 1.538, H132 1.095, H133 1.095
121 C 1.756 5.127 4.090  C120 1.538, O122 1.425, H134 1.096, H135 1.095
122 O 2.561 5.709 3.068  C121 1.425, C123 1.420
123 C 3.936 5.836 3.398  O122 1.420, H136 1.093, H137 1.091, H138 1.093
124 H 6.322 8.142 5.760  C115 1.091
125 H 4.587 8.488 5.838  C115 1.092
126 H 5.593 8.575 7.318  C115 1.094
127 H 3.896 7.307 8.123  C117 1.095
128 H 4.579 5.687 8.280  C117 1.095
129 H 2.255 5.417 7.651  C118 1.096
130 H 3.305 4.910 6.312  C118 1.095
131 H 2.953 7.208 5.440  N119 1.014
132 H 0.771 6.956 4.618  C120 1.095
133 H 0.494 5.654 5.763  C120 1.095
134 H 0.869 4.735 3.579  C121 1.096
135 H 2.253 4.257 4.533  C121 1.095
136 H 4.283 5.039 4.060  C123 1.093
137 H 4.126 6.814 3.843  C123 1.091
138 H 4.512 5.789 2.471  C123 1.093